1.
108
Properties=species:S:1:pos:R:3 method="wB97M-V/def2-TZVPD" e_above_lowest_ev=18.827 e_homo_ev=-8.648 total_charge=+1 lumo_ev=-5.2 orbital_gap_ev=3.4501
C 2.14232 -6.21706 2.06321
N 2.37532 -4.89506 1.58621
C 1.47632 -3.91406 1.81821
C 1.52332 -2.68206 1.05521
C 2.66232 -2.48906 0.29721
C 3.61132 -3.65506 0.02321
C 3.44232 -4.85306 0.66521
C 3.06132 -1.20406 -0.37079
C 2.64632 0.03894 0.34721
C 2.57432 1.19594 -0.33479
N 3.05232 1.20794 -1.64679
C 3.64732 0.08494 -2.20079
C 3.65732 -1.17406 -1.60679
C 2.42632 2.24694 -2.50579
H 1.57332 -6.74706 1.21821
H 1.69232 -6.27406 3.02221
H 2.97832 -6.82406 2.19321
H 0.85032 -4.07906 2.61321
H 0.71732 -2.05306 1.27621
H 4.24632 -3.54906 -0.70579
H 3.95532 -5.65006 0.49921
H 2.13732 -0.14206 1.42821
H 2.19432 2.20494 0.09821
H 3.89832 -0.06006 -3.22379
H 3.90532 -2.12606 -2.08979
H 2.98832 2.48094 -3.26779
H 2.37732 3.17594 -2.10879
H 1.50032 1.91694 -3.01279
C -0.67668 0.15394 0.20721
O -0.29168 0.08994 1.52121
H -0.29468 0.80194 -0.30979
H -1.70968 0.30494 0.04521
H -0.61768 -0.89206 -0.18079
C 2.24032 0.09294 4.39321
C 3.29932 -0.99706 3.84821
O 4.23032 -0.29606 3.10021
C 5.33632 -1.10006 2.63221
C 6.26732 -0.19806 1.96221
H 1.63632 -0.35606 5.12621
H 1.71132 0.55594 3.61021
H 2.62232 1.09994 4.96121
H 2.76232 -1.47706 3.09721
H 3.84232 -1.29306 4.60121
H 4.86832 -1.79006 1.93621
H 5.66432 -1.55606 3.33521
H 7.11032 -0.66906 1.65321
H 6.69432 0.64794 2.39721
H 5.78932 0.43894 1.26321
C 1.43432 -3.65006 -3.28879
C 0.31732 -3.10406 -2.33379
O -0.89868 -3.32906 -2.93479
C -2.03468 -2.72106 -2.29179
C -3.28768 -3.18606 -2.92579
H 1.53932 -2.89906 -4.14779
H 1.21232 -4.63706 -3.72379
H 2.23632 -4.00206 -2.82679
H 0.37832 -2.17206 -2.23679
H 0.07532 -3.53306 -1.41279
H -2.00868 -1.61706 -2.45379
H -2.04168 -3.01906 -1.22079
H -4.27268 -2.81606 -2.47279
H -3.32168 -4.19206 -2.68579
H -3.33668 -3.17606 -4.02679
C 0.50532 4.91294 -0.17079
C -0.43168 4.16394 -1.14179
O 0.02132 4.48594 -2.48779
C -0.76768 3.85294 -3.53979
C -0.09368 3.94694 -4.74179
H 0.28832 4.73094 0.92621
H 0.64632 5.96294 -0.51979
H 1.27432 4.42294 -0.43579
H -1.52768 4.55994 -1.03179
H -0.31768 3.19194 -0.73979
H -1.79668 4.37394 -3.47579
H -0.88868 2.87994 -3.12779
H 0.01732 4.83494 -5.09679
H -0.66768 3.56994 -5.51279
H 0.91332 3.63694 -5.02179
C -3.21768 -2.15406 1.79121
C -4.30768 -1.28906 1.16821
O -5.24668 -2.07506 0.49621
C -6.18368 -1.41306 -0.33879
C -7.06868 -2.32206 -1.00979
H -2.49668 -1.36406 2.22421
H -2.77568 -2.28506 0.94421
H -3.72568 -2.76006 2.42021
H -3.79568 -0.80406 0.42421
H -4.70568 -0.48506 1.65021
H -5.69168 -0.70806 -0.79779
H -6.99668 -0.66706 0.38021
H -7.52768 -3.01206 -0.16279
H -6.68468 -2.94406 -1.58379
H -8.08268 -1.96706 -1.50079
C -2.63668 6.94294 0.73021
C -3.39368 5.68594 1.15321
O -2.38168 4.86394 1.83721
C -2.78168 3.50094 2.05321
C -1.68468 2.78894 2.56621
H -2.30968 7.38994 1.61521
H -3.19568 7.70394 0.25721
H -1.62868 6.70594 0.09421
H -3.88768 5.26794 0.40121
H -4.02368 6.18794 1.91821
H -3.09168 2.92394 1.15021
H -3.42668 3.67494 2.77021
H -1.19168 3.13494 3.45621
H -0.99668 2.67594 1.80421
H -1.82568 1.80094 2.85821



2.
52
Properties=species:S:1:pos:R:3 method="wB97M-V/def2-TZVPD" e_homo_ev=-12.385 total_charge=+1 lumo_ev=-3.3 orbital_gap_ev=9.0748
N -5.34901 -2.92119 -3.69494
C -4.16745 -3.63562 -4.06931
C -2.94545 -2.73861 -4.35223
N -2.90550 -1.64416 -3.32432
C -2.23201 -1.96929 -2.28659
C -1.56054 -3.29246 -2.48439
C -0.17904 -3.37584 -1.84391
C -0.12859 -3.93792 -0.43880
O 0.43508 -3.37679 0.43571
Cl -0.97698 -5.46280 -0.18708
C -1.55632 -3.33219 -4.02656
O -1.24113 -4.53384 -4.63957
H -5.78578 -3.07654 -2.80891
H -5.72141 -2.19416 -4.27528
H -3.93393 -4.37510 -3.30255
H -4.33406 -4.21080 -4.98777
H -3.06387 -2.26392 -5.32500
H -3.39316 -0.75970 -3.39316
H -2.13057 -1.32958 -1.41798
H -2.22415 -4.03558 -2.02143
H 0.45988 -4.02121 -2.45809
H 0.28352 -2.39247 -1.79068
H -0.84510 -2.55081 -4.31505
H -1.53755 -5.27992 -4.10597
O -0.65871 -0.38622 -1.10163
C 0.03362 0.30642 -0.36629
O -0.22937 1.59686 -0.30176
C 0.42519 2.45096 0.66936
C 1.74055 2.98176 0.14723
C 1.18053 -0.30809 0.40734
H 0.54281 1.94185 1.61833
H -0.27125 3.27092 0.82939
H 2.45847 2.17967 -0.02937
H 2.16837 3.67357 0.87216
H 1.59465 3.50942 -0.79578
H 2.07608 -0.28898 -0.21393
H 0.85198 -1.33577 0.54110
H 1.39428 0.16037 1.36325
O 1.34731 2.23443 3.51827
C 2.05580 2.91459 4.21971
O 1.77243 4.22131 4.31993
C 2.42352 5.09382 5.25929
C 3.71592 5.65858 4.71236
C 3.27478 2.35348 4.90738
H 2.56670 4.58708 6.21352
H 1.70306 5.89142 5.42852
H 4.45230 4.87650 4.52665
H 4.14315 6.36908 5.41961
H 3.53164 6.17452 3.77015
H 4.12093 2.42914 4.22420
H 3.08910 1.30348 5.11586
H 3.52923 2.85032 5.83896



3.
8
Properties=species:S:1:pos:R:3 method="wB97M-V/def2-TZVPD" smiles=C#[N+][O-].N e_above_lowest_ev=4.471 e_homo_ev=-8.818 total_charge=0 lumo_ev=0.8 orbital_gap_ev=9.6173
C -1.36042 -1.57892 -1.67046
N -0.58399 -0.97465 -1.10508
O 0.12144 -0.31343 -0.45708
H -2.03342 -2.18556 -2.21723
N 1.00315 1.44392 1.29965
H 0.32187 1.59845 2.09465
H 1.82568 0.95088 1.61530
H 0.70569 1.05932 0.44024



4.
15
Properties=species:S:1:pos:R:3 method="wB97M-V/def2-TZVPD" e_above_lowest_ev=4.629 e_homo_ev="-8.732 / -8.688" total_charge=0 lumo_ev="-1.0 / -1.0" orbital_gap_ev="7.7555 / 7.6605"
H 2.16261 1.94427 0.44600
N 2.41362 1.05825 -0.00832
C 1.37233 0.33654 -0.15995
C 1.07109 -1.01262 -0.37613
C -0.32924 -1.11412 -0.48691
C -1.26040 -1.14166 0.69627
C -0.09184 1.12047 -0.36365
N -0.56643 1.88118 0.55763
H -1.09801 2.66080 0.16279
H 1.79974 -1.74983 -0.69362
H -0.69802 -1.74289 -1.30415
H -2.23146 -0.71874 0.43243
H -0.85089 -0.61257 1.55579
H -1.41176 -2.19104 0.97448
H -0.28133 1.28198 -1.43266



5.
37
Properties=species:S:1:pos:R:3 method="wB97M-V/def2-TZVPD" e_homo_ev=-11.618 total_charge=+1 lumo_ev=-4.2 orbital_gap_ev=7.3721
C -1.62511 -0.40799 -1.82181
C -0.90771 0.19067 -3.02649
O -0.54612 -0.86265 -3.91937
C 0.32597 0.97473 -2.60613
N -0.05188 2.04259 -1.68036
C 1.07600 2.81198 -1.17249
C 1.28760 2.51092 0.29417
O 2.44566 3.29473 0.80573
S 3.79210 2.54370 1.01963
N 4.82714 3.22840 -0.07869
H -0.95669 -0.58715 -0.97659
H -2.44734 0.21988 -1.47960
H -2.03719 -1.37415 -2.10620
H -1.57658 0.87249 -3.56102
H 0.35691 -0.75658 -4.21889
H 0.79921 1.43547 -3.47851
H 1.04518 0.25921 -2.16623
H -0.57054 1.61901 -0.91707
H 1.98742 2.54611 -1.72035
H 0.91534 3.88354 -1.31360
H 0.45905 2.83533 0.91906
H 1.47051 1.44743 0.46639
H 4.25382 3.28337 2.05047
H 5.76740 3.36119 0.28865
H 4.87391 2.66525 -0.92495
C -3.27936 -3.49775 1.72303
C -2.22431 -2.42053 1.81122
O -2.20318 -1.48638 1.02329
N -1.30117 -2.52553 2.80265
C -1.18950 -3.55641 3.81436
H -3.92758 -3.25835 0.88623
H -2.83172 -4.47893 1.56122
H -3.87400 -3.54289 2.63600
H -0.63834 -1.76774 2.82216
H -1.29389 -3.13816 4.81654
H -0.22885 -4.06951 3.75025
H -1.97216 -4.29532 3.67730



6.
12
Properties=species:S:1:pos:R:3 method="wB97M-V/def2-TZVPD" smiles=C#C[C@@]1(O)[C@H](F)[C@@H]1Cl e_above_lowest_ev=2.798 e_homo_ev=-9.642 total_charge=0 lumo_ev=0.6 orbital_gap_ev=10.2616
C -1.73726 2.71048 0.59026
C -1.28719 1.60247 0.48204
C -0.64344 0.29951 0.34126
O -0.94666 -0.58790 1.32510
C -0.45551 -0.21822 -1.05568
F -0.43893 -1.56193 -1.15154
C 0.75389 0.37494 -0.34984
Cl 2.01019 -0.80614 0.01476
H -2.19433 3.67611 0.90800
H -0.47966 -1.43671 1.11901
H -0.90551 0.29603 -1.88854
H 1.14708 1.31437 -0.67456



7.
75
Properties=species:S:1:pos:R:3 method="wB97M-V/def2-TZVPD" smiles=CPN.CO.CO.CO.CO.CO.CO.CO.CO.CO.CO.CO e_homo_ev=-9.087 total_charge=0 lumo_ev=0.5 orbital_gap_ev=9.5867
C -0.48597 -1.88935 -2.65399
P 0.88266 -1.34379 -1.54265
N 0.13842 -0.19657 -0.49472
H -0.08577 -2.18671 -3.62219
H -1.01516 -2.73071 -2.20984
H -1.20706 -1.09296 -2.82379
H 1.51449 -0.47253 -2.46296
H -0.69605 0.25576 -0.86537
H -0.14308 -0.69491 0.34461
C 0.75909 3.18785 -0.52884
O 1.96737 2.57314 -0.96084
H 1.01029 4.18194 -0.16517
H 0.03869 3.28493 -1.34616
H 0.30207 2.63644 0.29401
H 1.71721 1.68430 -1.24039
C -0.40054 -4.07340 1.69399
O -0.56063 -3.20269 0.57580
H -0.76603 -3.54115 2.56901
H -0.97254 -4.99758 1.57840
H 0.64752 -4.31284 1.86930
H -0.20096 -3.64865 -0.19838
C -3.44800 0.27606 -2.64819
O -2.86044 0.37235 -1.35685
H -3.35625 1.26078 -3.10280
H -2.93647 -0.44787 -3.29027
H -4.50312 0.00552 -2.60367
H -2.97574 -0.46871 -0.89986
C 3.65457 -2.90604 1.92237
O 2.79231 -1.80609 2.15415
H 4.29761 -2.99134 2.79848
H 3.10161 -3.84353 1.79596
H 4.28684 -2.76266 1.04222
H 2.24104 -1.68314 1.37249
C -0.96378 1.89398 2.68018
O -0.48358 3.17277 3.06042
H -1.74120 2.06148 1.93529
H -0.17749 1.28055 2.23070
H -1.39862 1.35256 3.52537
H 0.21939 3.06480 3.71230
C 2.30362 -5.81011 4.22884
O 1.58940 -4.58863 4.15575
H 1.56515 -6.60284 4.33390
H 2.88917 -6.00265 3.32376
H 2.97346 -5.84819 5.09239
H 2.21669 -3.86279 4.06534
C -3.52169 -1.95321 1.39834
O -4.37285 -0.82437 1.26387
H -4.09981 -2.83852 1.14084
H -2.65495 -1.90247 0.73274
H -3.15056 -2.06938 2.42144
H -3.85494 -0.04286 1.48288
C -5.08949 -1.63358 -5.87012
O -5.67169 -0.83976 -4.84887
H -4.49496 -2.39768 -5.37263
H -5.84300 -2.13236 -6.48566
H -4.42954 -1.05203 -6.52000
H -6.20888 -0.15327 -5.25611
C 4.43402 0.50086 -3.14836
O 4.66999 -0.88697 -2.95249
H 3.47941 0.59629 -3.66265
H 4.36940 1.04166 -2.19979
H 5.20426 0.96650 -3.76913
H 5.50522 -0.98058 -2.48438
C 1.93691 6.05833 -2.28682
O 2.41521 4.89896 -2.93904
H 1.54735 6.73513 -3.04601
H 1.11835 5.82516 -1.60031
H 2.71324 6.58834 -1.72559
H 2.66358 4.24175 -2.27549
C 0.18055 5.73194 5.44365
O 1.02654 5.28624 4.39627
H 0.81561 5.90938 6.30966
H -0.32790 6.66659 5.19165
H -0.57317 4.98544 5.71115
H 0.48362 5.13770 3.61284



8.
74
Properties=species:S:1:pos:R:3 method="wB97M-V/def2-TZVPD" e_above_lowest_ev=1.273 e_homo_ev=-2.361 total_charge=-1 lumo_ev=1.5 orbital_gap_ev=3.8154
Sn 1.19725 -1.66492 -0.14473
N -4.70334 4.18537 -3.87926
C -3.85369 3.32293 -3.17300
C -4.00269 1.94225 -3.27925
C -3.18431 1.09032 -2.55717
C -2.21396 1.61103 -1.71617
C -2.05170 2.98466 -1.60993
C -2.86938 3.83738 -2.32690
S -1.17581 0.53074 -0.77292
O -1.63143 0.56661 0.60085
O -1.26649 -0.76117 -1.45590
N 0.28867 1.10608 -0.82315
C 0.90939 0.88156 -2.03409
N 1.49726 -0.32712 -2.17816
C 1.86159 -0.70337 -3.40293
C 1.78935 0.17316 -4.47058
C 1.35023 1.44835 -4.18479
N 0.90531 1.81539 -2.98453
H -5.09823 3.77273 -4.71068
H -4.29487 5.08446 -4.08320
H -4.75332 1.53255 -3.94502
H -3.27578 0.01729 -2.66357
H -1.25597 3.37254 -0.98778
H -2.73636 4.91085 -2.25176
H 2.23787 -1.71652 -3.49820
H 2.06529 -0.13305 -5.46808
H 1.32859 2.21664 -4.95143
N 4.82613 0.07467 1.64088
C 4.87208 1.01584 0.64039
C 4.18246 0.48065 -0.40382
N 3.71642 -0.76600 -0.06614
C 4.12453 -0.98045 1.16340
C 3.73269 -2.15724 1.92387
N 3.11454 -3.17639 1.37714
C 2.80944 -4.02535 2.41109
C 3.24782 -3.50312 3.58979
N 3.84589 -2.30757 3.26937
H 5.17415 0.19805 2.57423
H 5.37675 1.95749 0.76362
H 3.98883 0.90568 -1.37433
H 2.28785 -4.95097 2.23530
H 3.18292 -3.85406 4.60411
H 4.14640 -1.61368 3.93173
Te 1.37316 -3.98584 -2.00361
Te 0.11435 -5.04654 -5.23309
Te -1.58478 -4.55016 -7.24169
Te -0.78788 -3.22003 -3.47131
C 1.89001 2.76991 1.47557
N 0.61760 2.51081 2.10963
C -0.50994 3.29470 1.98730
C -1.49560 2.67327 2.65954
N -0.95936 1.52284 3.19617
C -1.73910 0.48389 3.83328
C 0.33985 1.41443 2.84411
Se 1.52848 0.06078 3.26639
H 1.74417 3.52429 0.70574
H 2.24148 1.85694 1.00420
H 2.62394 3.10850 2.20907
H -0.50988 4.20609 1.41822
H -2.53483 2.92130 2.77271
H -2.24694 0.87876 4.71357
H -1.06240 -0.31346 4.12766
H -2.46005 0.09068 3.11762
C -3.34902 -2.98429 2.62118
C -3.47661 -2.88988 1.24632
C -2.32654 -2.87309 0.46900
N -1.10419 -2.94433 0.99093
C -0.98907 -3.02738 2.31493
C -2.07766 -3.05799 3.17105
H -4.22608 -2.99959 3.25698
H -4.44709 -2.82980 0.77314
H -2.37485 -2.80717 -0.61122
H 0.02325 -3.05522 2.70765
H -1.92679 -3.12672 4.24067